Entry from the OMol25 dataset: C29H54BrF11IN5O5S2Si2 as an isolated structure in a non-equilibrium geometry (ωB97M-V with the def2-TZVPD basis set).

Summary:
LUMO level: -0.1102 Eh
HOMO-LUMO gap: 2.33 eV
HOMO energy: -5.328 eV

ORCA input file:
```
! RIJCOSX wB97M-V def2-TZVPD def2/J DEFGRID3
* xyz 0 1
C 4.554 -5.156 2.222
O 5.351 -4.022 1.956
C 6.038 -3.535 3.098
C 6.902 -2.327 2.722
C 7.530 -2.396 1.322
C 8.011 -1.037 0.788
C 6.923 -0.019 0.417
C 5.950 -0.470 -0.679
C 4.917 0.630 -1.020
C 3.474 0.145 -0.822
C 2.399 1.234 -1.045
N 1.390 1.305 0.059
C 0.855 0.195 0.636
N 0.082 -0.704 -0.003
C -0.657 -1.802 0.697
C -0.069 -3.180 0.399
C -0.613 -4.342 1.223
F -0.137 -5.470 0.672
F -0.148 -4.304 2.495
C -2.170 -4.502 1.291
F -2.463 -5.791 1.366
F -2.664 -4.018 0.149
C -2.885 -3.794 2.498
F -2.913 -4.639 3.514
F -2.175 -2.707 2.879
C -4.319 -3.308 2.195
F -4.886 -2.914 3.302
F -5.021 -4.274 1.680
F -4.281 -2.314 1.360
S -0.278 -0.636 -1.692
O -1.263 -1.621 -1.850
O -0.268 0.695 -2.137
F 1.069 -1.305 -2.125
N 1.064 0.130 2.002
Br 1.701 -1.464 2.725
C 1.796 1.353 2.396
N 3.156 1.077 2.664
F 1.228 1.831 3.532
C 1.423 2.283 1.178
C 0.001 3.007 1.268
C -1.065 2.561 2.306
C -1.063 3.398 3.599
I -3.003 2.713 1.366
S 2.655 3.605 0.877
C 2.529 4.531 2.362
O 3.966 3.002 0.847
O 2.165 4.374 -0.233
H 5.133 -6.088 2.150
H 4.107 -5.109 3.230
H 3.756 -5.199 1.478
H 6.659 -4.339 3.525
H 5.300 -3.252 3.868
H 7.712 -2.269 3.460
H 6.307 -1.410 2.833
H 8.408 -3.052 1.369
H 6.810 -2.841 0.633
H 8.651 -1.207 -0.089
H 8.660 -0.575 1.548
H 6.337 0.249 1.310
H 7.410 0.911 0.094
H 6.506 -0.791 -1.569
H 5.418 -1.362 -0.321
H 5.048 0.981 -2.050
H 5.072 1.495 -0.366
H 3.286 -0.694 -1.505
H 3.391 -0.274 0.192
H 1.878 1.072 -1.987
H 2.823 2.233 -1.128
H -0.660 -1.551 1.749
H -1.688 -1.728 0.339
H 1.017 -3.181 0.546
H -0.262 -3.449 -0.644
H 3.731 1.097 1.828
H 3.550 1.754 3.311
H -0.378 2.866 0.253
H 0.125 4.084 1.387
H -1.011 1.503 2.545
H -0.456 4.300 3.479
H -2.071 3.691 3.897
H -0.646 2.832 4.438
H 1.628 5.146 2.311
H 3.433 5.146 2.356
H 2.487 3.886 3.243
C -9.585 2.010 -4.308
Si -7.704 2.184 -4.436
C -7.377 4.061 -4.495
C -7.257 1.548 -6.175
N -6.968 1.383 -3.184
Si -5.377 1.215 -2.818
C -4.454 2.844 -2.443
C -4.326 0.321 -4.139
C -5.200 0.184 -1.220
H -10.109 2.526 -5.120
H -9.866 0.954 -4.339
H -9.936 2.426 -3.360
H -8.046 4.569 -5.200
H -6.351 4.281 -4.803
H -7.536 4.495 -3.505
H -7.339 0.458 -6.202
H -6.233 1.818 -6.451
H -7.922 1.957 -6.944
H -4.289 3.428 -3.353
H -3.469 2.662 -1.990
H -5.041 3.452 -1.750
H -4.835 -0.593 -4.453
H -3.332 0.046 -3.777
H -4.185 0.953 -5.021
H -5.644 -0.805 -1.361
H -5.723 0.678 -0.397
H -4.151 0.054 -0.927
*
```

Entry from the OMol25 dataset: C29H54ClHfOP as an isolated structure in a non-equilibrium geometry (ωB97M-V with the def2-TZVPD basis set).

Summary:
LUMO level (alpha / beta): 0.0161 / 0.0161 Eh
HOMO-LUMO gap (alpha / beta): 6.35 / 6.35 eV
HOMO energy (alpha / beta): -5.916 / -5.916 eV

ORCA input file:
```
! RIJCOSX wB97M-V def2-TZVPD def2/J DEFGRID3
* xyz 0 1
Hf -0.348 1.096 0.556
Cl 0.903 2.763 1.645
P -2.026 -0.294 -0.914
C 1.400 -2.727 -2.156
H 0.666 -3.425 -2.576
H 1.735 -2.925 -1.136
C -3.089 1.224 -0.381
C -2.696 -1.815 -0.051
C -4.344 1.339 -1.278
H -3.420 0.981 0.644
C -5.275 2.451 -0.791
H -4.020 1.552 -2.305
H -4.898 0.388 -1.300
C -4.566 3.810 -0.733
H -6.139 2.516 -1.464
H -5.653 2.198 0.208
C -3.248 3.754 0.037
H -4.371 4.155 -1.756
H -5.233 4.550 -0.275
C -2.326 2.563 -0.371
H -2.693 4.689 -0.105
H -3.449 3.671 1.113
H -1.919 2.765 -1.369
H -1.475 2.670 0.408
C -2.131 -0.659 -2.730
C -2.105 -3.106 -0.646
H -2.295 -1.720 0.978
C -2.609 -4.352 0.096
H -2.360 -3.193 -1.713
H -1.006 -3.065 -0.599
C -4.133 -4.386 0.240
H -2.269 -5.250 -0.436
H -2.146 -4.382 1.092
C -4.706 -3.087 0.814
H -4.585 -4.575 -0.743
H -4.421 -5.225 0.884
C -4.226 -1.838 0.062
H -5.801 -3.119 0.780
H -4.420 -2.991 1.871
H -4.688 -1.819 -0.939
H -4.584 -0.937 0.585
C -1.758 0.559 -3.591
H -1.328 -1.412 -2.865
C -1.691 0.168 -5.081
H -2.504 1.356 -3.457
H -0.794 0.974 -3.256
C -2.957 -0.543 -5.576
H -1.517 1.069 -5.679
H -0.826 -0.495 -5.231
C -3.385 -1.698 -4.671
H -3.779 0.184 -5.642
H -2.796 -0.920 -6.591
C -3.455 -1.290 -3.193
H -4.365 -2.082 -4.981
H -2.671 -2.529 -4.771
H -4.278 -0.573 -3.053
H -3.706 -2.176 -2.596
C 0.781 1.002 -1.187
C 1.936 -1.737 -2.876
H 0.720 0.016 -1.656
C 3.296 -1.104 -2.655
H 1.416 -1.367 -3.761
C 3.599 -0.271 -1.380
H 4.030 -1.922 -2.651
H 3.519 -0.481 -3.535
C 3.350 1.246 -1.424
H 3.104 -0.705 -0.501
H 4.688 -0.384 -1.208
C 1.923 1.754 -1.780
H 3.601 1.629 -0.420
H 4.066 1.718 -2.111
H 1.852 2.785 -1.375
H 1.863 1.863 -2.881
C -1.916 -1.549 3.546
C -0.694 -0.648 3.363
C -0.849 0.580 4.268
C 0.602 -1.389 3.685
O -0.610 -0.215 1.986
H -2.009 -1.854 4.607
H -1.846 -2.464 2.941
H -2.844 -1.017 3.279
H -0.853 0.283 5.330
H -0.016 1.278 4.107
H -1.795 1.094 4.060
H 0.710 -2.269 3.038
H 1.460 -0.726 3.525
H 0.618 -1.722 4.729
*
```

Entry from the OMol25 dataset: a 3-piece molecular cluster, C29H54O12P2 overall in a non-equilibrium geometry (ωB97M-V with the def2-TZVPD basis set).

Summary:
LUMO level: -0.0490 Eh
SMILES: CCCC[C@@H]1OC(=O)O[C@@H]1C[C@H](C)OCc1ccccc1.CCOP(=O)(OCC)OCC.CCOP(=O)(OCC)OCC
HOMO-LUMO gap: 7.21 eV
HOMO energy: -8.548 eV

ORCA input file:
```
! RIJCOSX wB97M-V def2-TZVPD def2/J DEFGRID3
* xyz 0 1
C 9.164 1.852 -0.648
C 7.965 2.562 0.160
C 6.529 1.855 -0.003
C 6.316 1.042 -1.375
C 6.725 -0.530 -1.163
O 7.847 -0.635 -2.127
C 7.283 -1.052 -3.396
O 7.967 -1.259 -4.417
O 5.847 -1.224 -3.227
C 5.799 -1.638 -1.824
C 4.427 -2.108 -1.171
C 3.882 -1.269 0.073
C 3.819 -2.298 1.341
O 2.528 -0.775 -0.079
C 2.408 0.165 -1.168
C 0.843 0.599 -1.201
C 0.254 1.018 0.201
C -1.228 1.420 0.389
C -2.140 1.414 -0.883
C -1.550 0.994 -2.274
C -0.041 0.580 -2.468
H 9.258 0.743 -0.348
H 10.171 2.340 -0.372
H 9.021 1.942 -1.776
H 7.935 3.675 -0.113
H 8.230 2.516 1.283
H 6.344 1.132 0.876
H 5.740 2.693 0.073
H 5.218 1.143 -1.694
H 6.930 1.515 -2.233
H 7.121 -0.665 -0.097
H 6.467 -2.586 -1.747
H 4.566 -3.207 -0.838
H 3.643 -2.164 -2.023
H 4.529 -0.396 0.423
H 3.316 -3.252 0.916
H 3.053 -1.837 2.057
H 4.841 -2.496 1.803
H 2.699 -0.250 -2.193
H 3.001 1.131 -0.990
H 0.928 0.986 1.122
H -1.590 1.681 1.442
H -3.235 1.698 -0.720
H -2.291 0.981 -3.157
H 0.383 0.242 -3.480
O -1.001 -6.170 3.767
P -0.099 -5.225 4.567
O -1.329 -4.240 5.122
C -2.533 -4.793 5.641
C -2.421 -5.120 7.119
O 0.390 -4.290 3.290
C 0.244 -4.744 1.950
C -1.102 -4.338 1.377
O 0.997 -4.276 5.472
C 0.868 -4.036 6.858
C 1.225 -5.254 7.683
H -2.848 -5.679 5.088
H -3.314 -4.040 5.502
H -1.626 -5.845 7.298
H -3.360 -5.540 7.495
H -2.195 -4.226 7.702
H 0.403 -5.823 1.887
H 1.037 -4.277 1.359
H -1.931 -4.604 2.036
H -1.266 -4.811 0.406
H -1.149 -3.253 1.247
H -0.120 -3.649 7.102
H 1.568 -3.231 7.104
H 0.685 -6.140 7.341
H 0.999 -5.082 8.738
H 2.291 -5.477 7.592
O -6.581 5.954 -2.408
P -6.077 4.813 -3.298
O -7.563 4.078 -3.496
C -8.726 4.844 -3.794
C -8.887 5.081 -5.285
O -5.502 3.851 -2.078
C -5.256 4.379 -0.781
C -6.492 4.280 0.095
O -5.411 3.625 -4.330
C -5.890 3.361 -5.633
C -5.502 4.445 -6.614
H -8.735 5.797 -3.263
H -9.585 4.272 -3.430
H -8.029 5.621 -5.687
H -9.788 5.668 -5.488
H -8.971 4.136 -5.825
H -4.884 5.405 -0.844
H -4.454 3.785 -0.333
H -7.381 4.683 -0.394
H -6.341 4.815 1.036
H -6.713 3.233 0.323
H -6.962 3.174 -5.629
H -5.429 2.420 -5.951
H -5.773 5.436 -6.242
H -5.985 4.280 -7.579
H -4.419 4.450 -6.768
*
```